The following is a quantum chemistry calculation of a 2-piece molecular cluster, C2H9N2O overall in a non-equilibrium geometry, from OMol25.

Properties
* LUMO energy: -3.3801 eV
* total charge: +1
* max |F|: 1.04 eV/Å
* frontier orbital gap: 11.95 eV
* ΔE to the lowest compared entry with this formula, charge and spin: 42.2 kcal per mole

Geometry (Å):
H -1.4472 -3.5537 -0.8152
C -0.7251 -2.7544 -0.6583
C -0.0287 1.4573 0.1806
H 0.2721 -2.9002 -1.0575
H 0.5331 3.3368 0.1561
H -0.7067 1.5914 1.0210
H -0.6116 1.3100 -0.7298
H -1.9550 -1.6960 0.2986
H 1.4941 0.1927 -0.2909
N 0.7490 0.2237 0.4019
O 0.9202 2.4656 0.0292
H 1.1771 0.2193 1.3235
N -1.0018 -1.6888 -0.0338
H 0.0786 -0.7185 0.2337

natural (NBO) population analysis, charges in e, atoms 1 to 6: 0.199 0.064 0.098 0.185 0.505 0.187

=====

The following is a quantum chemistry calculation of a 2-piece molecular cluster, C2H9N2O2 overall, from OMol25.

Properties
* LUMO energy: -3.5289 eV
* total charge: +1
* max |F|: 0.87 eV/Å
* frontier orbital gap: 11.17 eV
* ΔE to the lowest compared entry with this formula, charge and spin: 16.4 kcal per mole

Geometry (Å):
H -1.5411 1.0814 3.0473
N -1.3243 0.5295 -0.6162
C 0.7376 -0.6237 0.0865
H 0.9453 -0.0721 0.9956
C -0.0435 0.2770 -0.8680
N 1.9861 -0.9761 -0.6481
H 0.2294 -1.5513 0.3555
O 0.5892 0.7379 -1.8084
H -1.8602 1.0373 -1.3021
H 2.4058 -0.1121 -1.0039
H 2.5613 -1.6108 -0.0963
H 1.7067 -1.4788 -1.4917
O -1.6483 0.1432 2.8286
H -2.4763 -0.0651 3.2800
H -1.7824 0.4307 0.2850

natural (NBO) population analysis, charges in e, atoms 1 to 6: 0.479 -0.788 -0.325 0.260 0.644 -0.665

=====

The following is a quantum chemistry calculation of the molecule C2H9N2O2P in a non-equilibrium geometry, from OMol25.

Properties
* LUMO energy: 0.9497 eV
* SMILES: CCN(N)P(O)O
* total charge: 0
* max |F|: 2.59 eV/Å
* frontier orbital gap: 9.59 eV
* ΔE to the lowest compared entry with this formula, charge and spin: 25.1 kcal per mole

Geometry (Å):
H 0.2244 1.8755 0.4926
H 2.2913 -1.3868 0.0990
P -2.3939 -0.2262 -0.4322
N -0.5091 1.5447 -0.1273
O -3.2330 0.8410 0.4819
C 1.5752 -0.6043 0.3388
O -2.6303 -1.5348 0.4687
H -2.5070 -1.3163 1.4018
H 2.0065 0.3505 0.0403
H 1.4206 -0.5932 1.4160
H 0.3507 -0.7244 -1.4533
N -0.8007 0.1999 0.1842
H -0.2000 1.6701 -1.0906
H -3.0789 1.7441 0.2021
H -0.1607 -1.8234 -0.1388
C 0.2581 -0.8501 -0.3739

natural (NBO) population analysis, charges in e, atoms 1 to 6: 0.359 0.218 1.460 -0.693 -1.005 -0.625

=====

The following is a quantum chemistry calculation of C2H9N2O3 as an isolated structure in a non-equilibrium geometry, from OMol25.

Properties
* LUMO energy: -3.0423 eV
* total charge: +1
* max |F|: 3.94 eV/Å
* frontier orbital gap: 10.38 eV
* ΔE to the lowest compared entry with this formula, charge and spin: 20.9 kcal per mole

Geometry (Å):
H 1.9353 -1.4048 -0.7929
N -0.9799 -1.2029 0.4193
H 1.4349 2.2642 -0.0567
O -1.6705 0.3577 -1.2185
O -1.2227 1.0984 0.9166
H 0.0883 -1.4602 0.3747
N 1.5108 -0.8675 -0.0483
O 1.3814 1.4135 0.3943
C -0.9553 0.2330 -0.0838
H -1.5309 -1.8008 -0.2024
H -2.4843 0.8639 -1.0735
H -0.4069 1.5395 1.2301
H -1.3426 -1.2586 1.3755
H 2.1395 -0.7898 0.7451
H 1.0683 0.6120 -1.5214
C 1.0347 0.4023 -0.4581

natural (NBO) population analysis, charges in e, atoms 1 to 6: 0.419 -0.778 0.518 -0.702 -0.712 0.447

=====

The following is a quantum chemistry calculation of a 2-piece molecular cluster, C2H9N2Si overall in a non-equilibrium geometry, from OMol25.

Properties
* LUMO energy: -6.9873 eV
* total charge: +1
* max |F|: 5.56 eV/Å
* frontier orbital gap: 6.26 eV
* ΔE to the lowest compared entry with this formula, charge and spin: 56.0 kcal per mole

Geometry (Å):
N 1.3318 -1.2048 0.0192
H -0.7594 2.7124 0.5922
H -0.4163 1.4260 1.8483
H 1.9658 -3.9079 -0.4358
H -0.6902 -0.1725 -1.8406
N -0.4824 0.9723 -0.3061
C -1.3113 0.4409 -1.0899
H 1.3730 -2.8216 1.8033
H -2.0873 1.6291 1.0326
C -0.9910 1.7140 0.9030
H -2.3214 0.2580 -1.1325
H 2.2454 -0.6329 -0.0733
H 0.7760 -0.7893 -0.9370
Si 1.3994 -2.8102 0.3558

natural (NBO) population analysis, charges in e, atoms 1 to 6: -1.425 0.226 0.218 -0.135 0.114 -0.402

=====

The following is a quantum chemistry calculation of a 2-piece molecular cluster, C2H9N3 overall in a non-equilibrium geometry, from OMol25.

Properties
* LUMO energy (spin up / spin down): -3.3654 / -8.9052 eV
* 2S+1: 2
* total charge: +1
* max |F|: 2.15 eV/Å
* frontier orbital gap (spin up / spin down): 10.14 / 4.59 eV
* ⟨S²⟩: 0.76
* ΔE to the lowest compared entry with this formula, charge and spin: 22.2 kcal per mole

Geometry (Å):
C -1.6112 -0.7599 -1.4324
H 2.7965 -0.3279 1.6397
H -0.7650 0.3281 0.1128
C 1.8925 1.1461 2.3106
H -2.2108 -0.1528 -2.1084
H 0.0829 0.0922 -2.1522
H 0.4115 -1.4591 -1.6046
N -0.2979 -0.8284 -1.9713
H 1.2935 2.0387 2.1672
H -2.0483 -1.7514 -1.4771
N -1.6386 -0.1536 -0.1077
N 2.3963 0.5467 1.3114
H 2.1046 0.7729 3.3113
H -2.4059 0.5085 0.0007

natural (NBO) population analysis, charges in e, atoms 1 to 6: -0.135 0.339 0.406 -0.042 0.279 0.394

=====

The following is a quantum chemistry calculation of a 2-piece molecular cluster, C2H9N3 overall in a non-equilibrium geometry, from OMol25.

Properties
* LUMO energy: -9.4447 eV
* total charge: +2
* max |F|: 7.10 eV/Å
* frontier orbital gap: 10.92 eV
* ΔE to the lowest compared entry with this formula, charge and spin: 58.8 kcal per mole

Geometry (Å):
H -0.8434 -2.4294 -1.1156
C -0.1816 -0.4361 -1.0886
N 0.6110 0.2880 1.7121
C 0.5164 0.8091 0.5436
H -0.5880 0.2968 -1.7752
H -1.8647 -1.2088 -1.1615
H 0.3867 -0.7295 1.6774
H 0.9457 -0.7004 -1.1828
N 0.7736 1.9771 0.1151
H 0.4759 2.2205 -0.8388
H 1.0592 2.6843 0.7562
N -1.0593 -1.5497 -0.6720
H -1.2264 -1.8433 0.3848
H 0.9950 0.6214 2.6454

natural (NBO) population analysis, charges in e, atoms 1 to 6: 0.475 -0.209 -0.760 0.607 0.264 0.473

=====

The following is a quantum chemistry calculation of a 2-piece molecular cluster, C2H9N3O overall in a non-equilibrium geometry, from OMol25.

Properties
* LUMO energy (spin up / spin down): 3.4917 / 3.7772 eV
* 2S+1: 2
* total charge: -1
* max |F|: 2.24 eV/Å
* frontier orbital gap (spin up / spin down): 2.42 / 8.79 eV
* ⟨S²⟩: 0.75
* ΔE to the lowest compared entry with this formula, charge and spin: 7.0 kcal per mole

Geometry (Å):
H -0.6686 -4.9583 -0.5017
H 0.2235 0.4376 2.6637
H 1.6527 0.8053 1.8892
H -0.0582 2.6248 -2.0553
N -0.0960 1.2285 0.7884
N 1.4737 0.8446 -0.9349
O -1.5443 -5.2776 -0.7788
H -0.7668 1.9343 1.0769
H -1.3337 2.3651 -0.7702
C 0.6749 0.3814 1.6561
C 0.3925 1.3669 -0.4840
H 0.9368 -0.6588 1.3496
N -0.4633 2.1785 -1.2547
H 1.6230 1.1736 -1.8837
H -2.0462 -4.4459 -0.7606

natural (NBO) population analysis, charges in e, atoms 1 to 6: 0.453 0.183 0.171 0.376 -0.756 -0.847